Entry 1:
{"formula": "C45H105Cd2N7O10", "method": "wB97M-V/def2-TZVPD", "elements": ["Cd", "Cd", "C", "C", "O", "O", "H", "H", "H", "O", "H", "C", "C", "C", "O", "C", "N", "H", "H", "H", "H", "H", "H", "H", "H", "H", "H", "H", "C", "C", "C", "O", "C", "N", "H", "H", "H", "H", "H", "H", "H", "H", "H", "H", "H", "C", "C", "C", "O", "C", "N", "H", "H", "H", "H", "H", "H", "H", "H", "H", "H", "H", "C", "C", "C", "O", "C", "N", "H", "H", "H", "H", "H", "H", "H", "H", "H", "H", "H", "C", "C", "C", "C", "C", "C", "N", "O", "C", "C", "C", "H", "H", "H", "H", "H", "H", "H", "H", "H", "H", "H", "H", "H", "H", "H", "H", "H", "H", "H", "C", "C", "C", "C", "C", "C", "N", "O", "C", "C", "C", "H", "H", "H", "H", "H", "H", "H", "H", "H", "H", "H", "H", "H", "H", "H", "H", "H", "H", "H", "C", "C", "C", "C", "C", "C", "N", "O", "C", "C", "C", "H", "H", "H", "H", "H", "H", "H", "H", "H", "H", "H", "H", "H", "H", "H", "H", "H", "H", "H"], "positions_angstrom": [[8.427, -3.702, 1.395], [9.996, -6.338, 1.459], [10.572, -4.148, 5.361], [10.118, -4.608, 3.985], [9.503, -3.754, 3.291], [10.352, -5.780, 3.564], [11.340, -4.767, 5.821], [9.734, -4.232, 6.053], [10.934, -3.137, 5.197], [10.165, -4.407, 0.609], [9.881, -4.309, -0.317], [14.406, -9.895, 7.841], [13.635, -8.577, 7.607], [14.304, -7.452, 8.441], [13.680, -6.207, 8.142], [12.404, -5.998, 8.718], [13.679, -8.257, 6.180], [14.622, -10.198, 8.870], [15.413, -9.776, 7.434], [13.868, -10.729, 7.393], [12.660, -8.742, 8.067], [15.375, -7.284, 8.337], [14.151, -7.737, 9.490], [11.997, -5.094, 8.260], [12.458, -5.644, 9.754], [11.788, -6.887, 8.607], [14.279, -7.438, 6.115], [12.791, -7.887, 5.852], [9.839, 0.137, 2.556], [8.623, -0.752, 2.389], [7.294, -0.037, 2.230], [7.302, 0.567, 0.953], [6.010, 0.985, 0.516], [8.869, -1.596, 1.160], [9.627, 0.946, 3.256], [10.061, 0.618, 1.599], [10.708, -0.440, 2.868], [8.516, -1.340, 3.305], [7.146, 0.780, 2.944], [6.458, -0.749, 2.295], [5.583, 1.648, 1.267], [5.377, 0.098, 0.394], [6.001, 1.418, -0.480], [8.419, -1.011, 0.447], [9.879, -1.616, 0.997], [14.138, -7.090, 2.769], [13.254, -6.520, 1.667], [13.984, -6.423, 0.330], [14.325, -7.674, -0.200], [15.266, -7.589, -1.284], [11.989, -7.244, 1.484], [15.008, -6.465, 2.958], [14.515, -8.064, 2.451], [13.551, -7.216, 3.679], [13.044, -5.472, 1.889], [14.915, -5.842, 0.391], [13.437, -5.751, -0.348], [15.490, -8.592, -1.623], [16.162, -7.052, -0.958], [14.752, -6.944, -2.004], [12.002, -7.905, 0.708], [11.823, -7.859, 2.282], [9.987, -10.217, 1.081], [9.406, -9.815, 2.444], [10.513, -10.011, 3.484], [10.506, -11.388, 3.818], [11.365, -11.702, 4.903], [9.134, -8.329, 2.302], [9.348, -10.140, 0.201], [10.532, -11.163, 1.158], [10.854, -9.605, 0.802], [8.519, -10.375, 2.728], [10.458, -9.270, 4.289], [11.478, -9.923, 2.963], [11.421, -12.790, 4.831], [11.005, -11.408, 5.891], [12.409, -11.393, 4.784], [8.933, -8.074, 3.282], [8.227, -8.287, 1.833], [6.848, -1.230, 5.923], [7.450, -0.503, 7.132], [6.327, 0.485, 7.575], [6.787, 1.291, 8.811], [6.850, 0.318, 9.991], [7.665, -0.952, 9.682], [7.599, -1.351, 8.299], [8.404, -2.482, 8.045], [9.151, -0.663, 10.140], [7.159, -2.021, 10.611], [8.687, 0.301, 6.656], [6.537, -0.473, 5.206], [5.942, -1.786, 6.189], [7.512, -2.021, 5.555], [6.223, 1.186, 6.743], [5.412, -0.077, 7.752], [6.016, 2.064, 8.823], [7.707, 1.792, 8.511], [5.818, 0.054, 10.226], [7.289, 0.784, 10.871], [9.035, -0.267, 11.149], [9.761, -1.563, 10.139], [9.637, 0.138, 9.580], [6.109, -2.248, 10.354], [7.466, -3.063, 10.472], [7.121, -1.745, 11.662], [8.327, 1.159, 6.084], [9.352, -0.287, 6.018], [9.311, 0.678, 7.464], [7.928, -3.059, 7.438], [13.062, -0.938, -2.012], [13.297, -2.318, -1.351], [14.765, -2.686, -1.496], [15.701, -1.795, -0.648], [15.353, -2.006, 0.800], [13.845, -1.804, 1.141], [12.978, -2.375, 0.101], [11.632, -2.121, 0.412], [13.663, -2.540, 2.480], [13.720, -0.295, 1.369], [12.402, -3.341, -2.079], [13.545, -0.050, -1.614], [11.984, -0.747, -2.016], [13.288, -1.024, -3.078], [14.945, -3.731, -1.248], [15.119, -2.407, -2.491], [15.567, -0.748, -0.919], [16.736, -2.094, -0.812], [16.015, -1.360, 1.394], [15.771, -2.919, 1.248], [13.930, -3.590, 2.319], [14.349, -2.179, 3.242], [12.622, -2.598, 2.810], [14.021, 0.255, 0.478], [12.742, 0.049, 1.713], [14.399, 0.013, 2.165], [11.323, -3.136, -2.092], [12.452, -4.299, -1.560], [12.666, -3.356, -3.135], [11.191, -2.977, 0.310], [7.434, -10.821, 6.005], [6.421, -9.658, 5.778], [5.100, -9.927, 6.533], [5.280, -9.562, 7.971], [5.627, -8.063, 8.087], [6.972, -7.747, 7.422], [6.997, -8.318, 6.057], [8.271, -8.131, 5.465], [7.082, -6.215, 7.355], [8.113, -8.267, 8.346], [6.109, -9.744, 4.281], [8.274, -10.756, 5.304], [6.856, -11.726, 5.838], [7.978, -10.890, 6.952], [4.415, -9.182, 6.115], [4.741, -10.940, 6.369], [6.041, -10.220, 8.397], [4.336, -9.666, 8.509], [5.619, -7.744, 9.129], [4.799, -7.490, 7.661], [7.067, -5.714, 8.325], [8.034, -5.875, 6.933], [6.252, -5.810, 6.773], [8.419, -7.604, 9.151], [7.731, -9.182, 8.804], [8.996, -8.573, 7.781], [5.145, -9.312, 4.004], [6.150, -10.777, 3.930], [6.820, -9.263, 3.602], [8.765, -8.894, 5.813]], "homo_energy_ev": -11.2, "e_tot_ha": -3248.00174, "total_charge": 2, "orbital_gap_ev": 3.33, "multiplicity": 1}

=====

Entry 2:
{"formula": "C22H20O2S", "method": "wB97M-V/def2-TZVPD", "elements": ["C", "C", "S", "O", "H", "H", "H", "C", "C", "C", "C", "C", "C", "C", "C", "C", "C", "O", "C", "C", "C", "C", "C", "C", "C", "C", "C", "C", "H", "H", "H", "H", "H", "H", "H", "H", "H", "H", "H", "H", "H", "H", "H", "H", "H"], "positions_angstrom": [[4.854, -1.257, -0.934], [4.086, -0.220, -1.716], [4.143, 1.380, -1.169], [3.413, -0.556, -2.709], [4.910, -2.174, -1.527], [5.868, -0.917, -0.697], [4.302, -1.481, -0.010], [-0.030, 6.742, 0.821], [0.055, 5.333, 0.325], [0.662, 5.091, -0.920], [0.810, 3.797, -1.370], [0.323, 2.682, -0.619], [0.630, 1.391, -1.110], [0.386, 0.116, -0.536], [0.168, -0.141, 0.849], [-0.189, -1.411, 1.281], [-0.127, -2.474, 0.367], [-0.367, -3.777, 0.802], [-1.713, -4.151, 0.881], [-2.210, -5.015, -0.102], [-3.571, -5.316, -0.101], [-4.415, -4.814, 0.888], [-3.892, -3.984, 1.878], [-2.542, -3.622, 1.875], [0.194, -2.283, -0.987], [0.440, -1.004, -1.418], [-0.433, 2.967, 0.562], [-0.476, 4.262, 1.067], [-0.360, 6.781, 1.863], [0.941, 7.251, 0.768], [-0.735, 7.344, 0.230], [1.044, 5.918, -1.522], [1.333, 3.576, -2.301], [1.145, 1.342, -2.070], [0.341, 0.658, 1.570], [-0.453, -1.636, 2.318], [-1.517, -5.414, -0.840], [-3.962, -5.973, -0.875], [-5.470, -5.083, 0.899], [-4.534, -3.625, 2.679], [-2.116, -2.971, 2.637], [0.238, -3.138, -1.666], [0.723, -0.822, -2.459], [-0.972, 2.157, 1.054], [-0.924, 4.470, 2.046]], "homo_energy_ev": -6.6, "e_tot_ha": -1398.90310, "orbital_gap_ev": 4.11, "multiplicity": 1}